Here is a molecular structure, C5H14ClLaYb from the OMol25 dataset. Energies are from wB97M-V/def2-TZVPD.

Last column: Löwdin charge in e.
Atoms and positions in Å:
Yb1 0.417 -0.753 -1.441  1.20
Cl1 1.225 1.388 -0.332  -0.15
C1 -1.124 -0.297 -3.216  -0.36
C2 2.262 -1.206 -2.857  -0.37
H1 -0.831 -0.883 -4.102  -0.07
H2 -2.196 -0.429 -3.033  -0.07
H3 -0.921 0.764 -3.442  -0.07
H4 1.996 -1.698 -3.803  -0.07
H5 3.086 -1.747 -2.380  -0.08
H6 2.593 -0.181 -3.100  -0.07
La1 0.036 0.475 1.886  1.30
C3 -2.130 1.341 1.430  -0.42
C4 -0.187 -1.567 0.730  -0.71
H7 -2.625 0.821 0.591  -0.05
H8 -2.741 1.203 2.339  -0.06
H9 -2.056 2.416 1.196  -0.06
H10 0.526 -2.320 1.175  -0.13
H11 -1.144 -2.128 0.913  -0.12
C5 0.862 1.120 4.108  -0.44
H12 0.040 1.067 4.841  -0.07
H13 1.234 2.158 4.065  -0.07
H14 1.678 0.455 4.432  -0.08

Output
Gap between HOMO and LUMO (alpha / beta) in eV: 6.173 / 6.173
Charge: -1
Multiplicity: 2

---

Here is a molecular structure, C5H14CsN3O2 from the OMol25 dataset. Energies are from wB97M-V/def2-TZVPD.

Last column: Löwdin charge in e.
Atoms and positions in Å:
Cs1 -0.587 -1.094 -0.112  1.43
N1 3.143 -1.211 -0.464  0.00
C1 3.628 -0.881 0.884  -0.29
C2 2.867 -1.687 1.927  -0.12
C3 1.360 -1.521 1.704  -0.89
O1 0.875 -0.374 1.832  -0.28
O2 0.715 -2.531 1.335  -0.37
H1 3.257 -2.206 -0.627  0.07
H2 3.694 -0.723 -1.158  0.06
H3 3.444 0.181 1.053  0.11
H4 4.704 -1.066 1.002  0.10
H5 3.128 -1.328 2.923  0.12
H6 3.114 -2.747 1.848  0.11
N2 -3.447 -0.086 -1.023  -0.08
C4 -3.549 1.321 -0.621  -0.30
C5 -2.539 2.186 -1.361  -0.29
N3 -1.165 1.797 -1.045  -0.08
H7 -3.638 -0.162 -2.016  0.07
H8 -4.161 -0.629 -0.551  0.07
H9 -3.354 1.386 0.453  0.11
H10 -4.545 1.742 -0.805  0.11
H11 -2.761 3.234 -1.120  0.11
H12 -2.689 2.062 -2.437  0.11
H13 -0.977 1.961 -0.062  0.06
H14 -0.516 2.380 -1.560  0.07

Output
Gap between HOMO and LUMO in eV: 7.998
Relative energy (zero: lowest compared OMol25 entry of this formula, charge and spin) in kcal/mol: 12.5

---

Here is 2 unconnected molecules or ions with the total composition C5H14F2OPS from the OMol25 dataset. Energies are from wB97M-V/def2-TZVPD.

Last column: Löwdin charge in e.
Atoms and positions in Å:
C1 4.028 -0.467 0.202  -0.08
C2 3.465 -1.773 0.910  -0.20
C3 2.138 -2.127 0.182  -0.46
F1 1.751 -3.416 0.483  -0.02
P1 0.767 -0.969 0.634  1.15
F2 -0.001 -0.685 -0.724  -0.19
H1 5.051 -0.661 -0.139  0.09
H2 3.366 -0.177 -0.631  0.07
H3 4.010 0.336 0.952  0.08
H4 3.288 -1.609 1.984  0.11
H5 4.209 -2.569 0.777  0.13
H6 2.344 -2.054 -0.901  0.14
H7 -0.069 -1.637 1.559  0.08
H8 1.217 0.259 1.167  0.08
C4 -4.551 1.716 0.275  -0.26
S1 -3.076 0.887 -0.329  0.80
O1 -1.951 1.258 0.582  -0.60
C5 -2.894 1.872 -1.822  -0.26
H9 -4.820 1.278 1.234  0.06
H10 -4.351 2.780 0.403  0.06
H11 -5.365 1.566 -0.434  0.06
H12 -2.802 2.927 -1.560  0.06
H13 -3.759 1.717 -2.466  0.06
H14 -1.994 1.546 -2.340  0.05

Output
Gap between HOMO and LUMO in eV: 7.503
Charge: +1

---

Here is 2 unconnected molecules or ions with the total composition C5H14INSi from the OMol25 dataset. Energies are from wB97M-V/def2-TZVPD.

Last column: Löwdin charge in e.
Atoms and positions in Å:
C1 -0.018 2.511 -0.130  -0.18
C2 -1.311 1.598 1.604  -0.10
C3 -1.047 -2.633 -2.276  0.05
C4 0.231 -1.604 1.392  -0.23
C5 1.841 0.067 -0.744  -0.75
N1 -0.392 1.285 0.466  -0.37
Si1 0.126 -0.301 0.048  0.57
I1 2.754 -1.759 -1.535  0.68
H1 -0.908 2.919 -0.854  0.14
H2 0.377 3.118 0.625  0.06
H3 0.829 2.312 -0.828  0.06
H4 -1.778 0.754 1.959  0.04
H5 -0.734 1.913 2.472  0.08
H6 -1.886 2.461 1.370  0.07
H7 -1.709 -3.438 -2.170  -0.04
H8 -1.226 -1.640 -2.577  -0.04
H9 -0.042 -3.020 -2.064  -0.06
H10 0.802 -2.391 0.934  -0.02
H11 0.626 -1.343 2.380  0.04
H12 -0.791 -1.927 1.511  0.01
H13 2.589 0.506 0.045  0.05
H14 1.668 0.614 -1.626  -0.06

Output
Gap between HOMO and LUMO (alpha / beta) in eV: 6.845 / 8.442
Relative energy (zero: lowest compared OMol25 entry of this formula, charge and spin) in kcal/mol: 2.1
Multiplicity: 3

---

Here is a gas-phase ion, C5H14N (charge +1) from the OMol25 dataset. Energies are from wB97M-V/def2-TZVPD.

Last column: Löwdin charge in e.
Atoms and positions in Å:
C1 -1.851 0.425 0.566  -0.14
C2 -0.531 0.614 -0.191  -0.18
C3 0.530 -0.346 0.385  -0.24
C4 1.991 0.122 0.213  -0.22
C5 2.234 0.462 -1.298  -0.11
N1 -2.307 -1.027 0.637  0.19
H1 -1.795 0.848 1.569  0.14
H2 -2.676 0.943 0.099  0.13
H3 -0.208 1.665 -0.094  0.14
H4 -0.636 0.372 -1.251  0.12
H5 0.254 -1.309 -0.041  0.10
H6 0.442 -0.542 1.465  0.11
H7 2.712 -0.658 0.482  0.11
H8 2.315 1.067 0.672  0.12
H9 1.768 1.387 -1.598  0.06
H10 3.302 0.520 -1.519  0.08
H11 1.786 -0.326 -1.936  0.08
H12 -3.307 -1.093 0.813  0.17
H13 -1.861 -1.652 1.319  0.17
H14 -2.160 -1.473 -0.292  0.18

Output
Gap between HOMO and LUMO in eV: 10.730
Charge: +1
Structure (SMILES): CCCCC[NH3+]
Relative energy (zero: lowest compared OMol25 entry of this formula, charge and spin) in kcal/mol: 13.0

---

Here is a single C5H14N2 molecule from the OMol25 dataset. Energies are from wB97M-V/def2-TZVPD.

Last column: Löwdin charge in e.
Atoms and positions in Å:
N1 0.539 -1.816 2.070  -0.03
C1 -0.692 -0.924 2.281  -0.26
C2 -1.236 -0.221 1.050  -0.26
N2 -0.438 1.018 0.839  -0.09
C3 -0.251 1.400 -0.582  -0.23
C4 0.648 0.333 -1.309  -0.24
C5 0.882 0.657 -2.863  -0.08
H1 0.355 -2.805 2.128  0.04
H2 0.925 -1.557 1.167  0.03
H3 -0.152 -0.178 2.970  0.11
H4 -1.484 -1.539 2.866  0.13
H5 -2.235 0.110 1.366  0.11
H6 -1.230 -0.956 0.212  0.11
H7 0.552 0.933 1.185  0.11
H8 -1.176 1.442 -1.250  0.13
H9 0.317 2.271 -0.584  0.08
H10 1.589 0.514 -0.873  0.07
H11 0.401 -0.722 -1.091  0.09
H12 1.477 1.542 -2.870  0.06
H13 1.262 -0.230 -3.282  0.04
H14 -0.053 0.728 -3.430  0.07

Output
Gap between HOMO and LUMO in eV: 9.824
Structure (SMILES): CCCNCCN
Relative energy (zero: lowest compared OMol25 entry of this formula, charge and spin) in kcal/mol: 45.9

---

Here is a single C5H14N2 molecule from the OMol25 dataset. Energies are from wB97M-V/def2-TZVPD.

Last column: Löwdin charge in e.
Atoms and positions in Å:
C1 -1.044 -2.489 0.037  -0.15
N1 -0.004 -1.486 0.043  -0.10
C2 -1.376 0.225 -1.188  -0.07
C3 0.009 -0.380 -0.951  -0.38
C4 1.073 0.592 -0.390  -0.20
N2 0.449 1.315 0.747  -0.13
C5 1.426 1.963 1.597  -0.15
H1 -0.592 -3.471 0.218  0.07
H2 -1.799 -2.371 0.791  0.07
H3 -1.630 -2.667 -0.873  0.08
H4 0.104 -1.024 0.936  0.09
H5 -1.776 0.823 -0.353  0.07
H6 -2.032 -0.641 -1.238  0.05
H7 -1.420 0.815 -2.103  0.08
H8 0.253 -0.875 -1.898  0.13
H9 1.481 1.191 -1.226  0.12
H10 1.923 0.008 0.024  0.12
H11 -0.122 1.997 0.257  0.09
H12 2.203 2.592 1.127  0.08
H13 1.878 1.166 2.192  0.08
H14 0.998 2.715 2.252  0.07

Output
Gap between HOMO and LUMO in eV: 9.322
Structure (SMILES): CNC[C@H](C)NC
Relative energy (zero: lowest compared OMol25 entry of this formula, charge and spin) in kcal/mol: 33.1

---

Here is a single C5H14N2 molecule from the OMol25 dataset. Energies are from wB97M-V/def2-TZVPD.

Last column: Löwdin charge in e.
Atoms and positions in Å:
N1 -0.994 1.914 -1.350  0.02
C1 -0.178 1.297 -0.288  -0.44
C2 1.317 1.445 -0.543  -0.06
C3 -0.545 -0.198 -0.325  -0.23
N2 0.285 -1.080 0.476  -0.28
C4 -0.021 -0.904 1.885  -0.10
C5 0.058 -2.447 0.089  -0.12
H1 -0.730 2.896 -1.401  0.07
H2 -0.691 1.563 -2.254  0.07
H3 -0.597 1.582 0.675  0.12
H4 1.499 1.125 -1.566  0.08
H5 1.890 0.849 0.158  0.07
H6 1.591 2.499 -0.519  0.07
H7 -0.514 -0.580 -1.358  0.11
H8 -1.615 -0.406 -0.141  0.13
H9 -0.014 0.146 2.173  0.08
H10 -1.067 -1.235 2.070  0.09
H11 0.606 -1.498 2.538  0.08
H12 0.202 -2.545 -0.983  0.08
H13 -0.957 -2.776 0.382  0.09
H14 0.711 -3.107 0.661  0.08

Output
Gap between HOMO and LUMO in eV: 9.707
Structure (SMILES): C[C@@H](N)CN(C)C
Relative energy (zero: lowest compared OMol25 entry of this formula, charge and spin) in kcal/mol: 23.1

---

Here is a single C5H14N2 molecule from the OMol25 dataset. Energies are from wB97M-V/def2-TZVPD.

Last column: Löwdin charge in e.
Atoms and positions in Å:
C1 2.105 -1.091 0.736  -0.15
N1 0.911 -1.464 0.017  -0.11
C2 -1.865 1.020 1.011  -0.10
C3 -0.596 0.194 1.178  -0.22
C4 -0.223 -0.531 -0.154  -0.35
C5 0.212 0.547 -1.145  -0.25
N2 -0.798 0.792 -2.199  -0.01
H1 2.292 -0.013 0.697  0.07
H2 2.089 -1.355 1.807  0.08
H3 3.051 -1.423 0.300  0.07
H4 0.727 -2.445 0.076  0.10
H5 -2.146 1.351 2.009  0.07
H6 -1.812 1.875 0.342  0.07
H7 -2.655 0.377 0.634  0.07
H8 -0.793 -0.665 1.822  0.11
H9 0.319 0.704 1.470  0.10
H10 -1.011 -1.160 -0.559  0.14
H11 1.123 0.239 -1.657  0.10
H12 0.459 1.517 -0.712  0.11
H13 -0.561 1.534 -2.845  0.06
H14 -0.827 -0.004 -2.830  0.06

Output
Gap between HOMO and LUMO in eV: 9.332
Structure (SMILES): CC[C@@H](CN)NC
Relative energy (zero: lowest compared OMol25 entry of this formula, charge and spin) in kcal/mol: 28.8

---

Here is a single C5H14N2 molecule from the OMol25 dataset. Energies are from wB97M-V/def2-TZVPD.

Last column: Löwdin charge in e.
Atoms and positions in Å:
N1 2.416 -0.533 -0.898  -0.02
C1 1.066 -0.806 -0.461  -0.48
C2 0.907 -1.658 0.848  -0.07
C3 0.508 0.656 -0.275  -0.16
N2 -1.011 0.547 0.004  -0.26
C4 -1.943 0.686 -1.185  -0.07
C5 -1.368 1.198 1.294  -0.12
H1 3.140 -0.580 -0.138  0.09
H2 2.618 -1.238 -1.731  0.12
H3 0.455 -1.316 -1.239  0.13
H4 -0.020 -1.634 1.333  0.02
H5 1.179 -2.741 0.766  0.07
H6 1.598 -1.212 1.686  0.10
H7 1.044 1.016 0.587  0.09
H8 0.695 1.292 -1.266  0.14
H9 -1.415 0.242 -1.991  0.06
H10 -2.417 1.706 -1.401  0.10
H11 -2.743 0.154 -0.812  0.04
H12 -1.228 0.644 2.226  0.07
H13 -1.028 2.274 1.407  0.09
H14 -2.452 1.304 1.248  0.06

Output
Gap between HOMO and LUMO in eV: 9.020
Structure (SMILES): C[C@H](N)CN(C)C
Relative energy (zero: lowest compared OMol25 entry of this formula, charge and spin) in kcal/mol: 57.8

---

Here is 2 unconnected molecules or ions with the total composition C5H14N2 from the OMol25 dataset. Energies are from wB97M-V/def2-TZVPD.

Last column: Löwdin charge in e.
Atoms and positions in Å:
C1 1.322 -1.442 -0.155  -0.37
C2 1.477 -1.724 1.332  -0.11
N1 1.979 -0.210 -0.524  -0.02
H1 1.652 0.057 -1.492  0.08
H2 1.630 0.555 0.042  0.04
H3 1.768 -2.256 -0.738  0.10
H4 0.226 -1.397 -0.414  0.08
H5 1.028 -2.677 1.593  0.07
H6 2.533 -1.739 1.599  0.07
H7 0.995 -0.938 1.914  0.06
C3 -0.408 2.334 -0.312  -0.15
C4 -2.264 0.126 0.148  -0.07
C5 -1.347 0.299 -1.030  -0.27
N2 -0.524 1.235 -1.238  -0.05
H8 -1.484 -0.392 -1.856  0.10
H9 0.531 2.847 -0.513  0.07
H10 -0.424 2.022 0.740  0.07
H11 -1.228 3.043 -0.460  0.09
H12 -2.964 -0.687 -0.014  0.07
H13 -1.678 -0.096 1.042  0.07
H14 -2.823 1.041 0.336  0.08

Output
Gap between HOMO and LUMO in eV: 9.872
Structure (SMILES): C/C=N\C.CCN
Relative energy (zero: lowest compared OMol25 entry of this formula, charge and spin) in kcal/mol: 30.2

---

Here is a single C5H14N2 molecule from the OMol25 dataset. Energies are from wB97M-V/def2-TZVPD.

Last column: Löwdin charge in e.
Atoms and positions in Å:
N1 -0.453 -2.056 1.678  0.03
C1 0.159 -0.757 1.262  -0.44
C2 -0.498 0.449 1.932  -0.07
C3 0.069 -0.634 -0.271  -0.23
N2 0.453 0.645 -0.852  -0.28
C4 1.539 0.505 -1.843  -0.09
C5 -0.734 1.292 -1.459  -0.10
H1 -1.416 -1.870 1.404  0.06
H2 -0.405 -2.123 2.689  0.06
H3 1.246 -0.850 1.371  0.13
H4 -0.332 1.359 1.351  0.06
H5 -0.049 0.504 2.934  0.08
H6 -1.562 0.246 2.051  0.07
H7 -0.938 -0.920 -0.635  0.12
H8 0.717 -1.442 -0.630  0.11
H9 2.264 -0.155 -1.366  0.08
H10 1.129 0.152 -2.800  0.08
H11 1.961 1.494 -2.014  0.08
H12 -1.531 1.147 -0.734  0.07
H13 -1.021 0.679 -2.332  0.08
H14 -0.597 2.334 -1.734  0.08

Output
Gap between HOMO and LUMO in eV: 9.644
Structure (SMILES): C[C@@H](N)CN(C)C
Relative energy (zero: lowest compared OMol25 entry of this formula, charge and spin) in kcal/mol: 28.9

---

| no. | largest force on an atom (eV Å⁻¹) |
| --- | --- |
| 1 | 2.4 |
| 2 | 3.8 |
| 3 | 2.0 |
| 4 | 4.3 |
| 5 | 2.6 |
| 6 | 3.9 |
| 7 | 1.7 |
| 8 | 2.1 |
| 9 | 2.5 |
| 10 | 3.9 |
| 11 | 1.8 |
| 12 | 1.6 |